79
Properties=species:S:1:pos:R:3:forces:R:3:lowdin_charge:R:1 method="wB97M-V/def2-TZVPD" homo_ev=-10.011 orbital_gap_ev=7.718 e_lumo_ha=-0.08429 charge=+1
C -0.04903 3.43485 2.47955 0.2 -0.1 0.2 0.036
C 0.05074 2.28744 3.15083 -0.5 0.0 -0.6 -0.148
C -0.97106 1.15523 3.05355 0.2 0.6 2.6 -0.117
N -0.39231 -0.07572 2.48284 -1.1 1.7 1.1 0.040
C 0.76831 -0.56159 2.92563 -0.7 -1.4 -2.4 -0.315
N 1.37325 -0.29986 4.07624 0.0 0.3 0.5 0.247
N 1.23756 -1.45384 2.00898 1.2 1.1 0.1 -0.011
C 2.67378 -1.52912 1.75578 0.5 0.1 0.0 -0.081
C 3.31131 -0.24394 1.23151 0.3 -0.2 0.1 -0.194
C 2.63139 0.89817 0.87828 -1.2 -0.1 0.1 -0.045
C 3.28067 2.00855 0.37410 0.0 0.8 -0.3 -0.065
C 4.65223 2.02977 0.23903 -0.6 -0.2 0.1 -0.032
C 5.34923 0.89092 0.63259 1.8 0.4 -0.2 -0.261
C 6.87655 0.87541 0.54598 -0.8 -0.1 -0.1 -0.034
C 4.69966 -0.22476 1.09905 -0.4 -0.4 0.3 -0.014
C 0.30289 -1.57411 0.89626 -0.9 -1.8 0.1 -0.031
C -0.87497 -0.58170 1.20166 1.1 -1.8 -1.5 -0.202
C -2.23544 -1.39209 1.18240 -0.3 0.6 0.9 -0.074
C -3.06686 -1.27988 2.48994 -0.6 -0.3 -0.4 -0.165
C -4.17226 -0.20236 2.44989 -0.1 0.0 0.2 -0.173
C -5.30945 -0.56197 1.45969 0.9 1.3 0.1 -0.127
N -6.48159 0.28622 1.63985 0.8 -1.9 0.2 -0.145
C -7.68166 -0.30440 1.91299 -0.5 0.7 0.0 -0.102
C -8.60612 0.70187 2.01415 -0.3 0.2 0.1 -0.095
C -7.92300 1.93576 1.79841 -0.4 -0.2 0.2 -0.091
C -6.59831 1.63328 1.58506 -0.4 0.7 -0.2 -0.111
B -1.07337 0.43613 -0.02401 -0.2 1.2 0.0 -0.622
O -2.08925 1.38731 0.05354 1.0 -0.1 0.7 0.164
O -0.32342 0.41619 -1.18063 0.1 -0.8 0.4 0.017
C -0.86804 -0.46497 -2.18811 -0.2 0.5 -0.5 -0.026
H -1.00510 3.84741 2.15318 0.3 -0.5 -0.7 0.077
H 0.86536 4.00381 2.30416 -0.5 0.5 0.6 0.069
H 0.88724 2.16905 3.83900 0.2 -0.4 -0.8 0.097
H -1.88992 1.47424 2.56400 0.4 -0.3 -0.4 0.111
H -1.25619 0.92159 4.09873 -0.2 -0.1 -0.4 0.130
H 0.83772 -0.11530 4.91154 0.0 0.3 -0.2 0.141
H 2.37553 -0.34898 4.17164 -0.1 -0.3 -0.1 0.135
H 2.86929 -2.31808 1.01974 -0.2 0.0 0.3 0.145
H 3.21378 -1.80613 2.67419 -0.3 -0.2 -0.2 0.131
H 1.54893 0.96548 0.98546 0.2 -0.1 -0.1 0.096
H 2.70494 2.88508 0.07726 0.0 -0.2 0.1 0.112
H 5.12859 2.91990 -0.16312 0.2 -0.3 0.1 0.124
H 7.16751 0.81476 -0.50971 0.1 0.1 0.2 0.089
H 7.27887 1.79425 0.98688 0.1 -0.3 -0.1 0.085
H 7.25041 -0.01189 1.06723 0.2 0.3 -0.1 0.075
H 5.27847 -1.10212 1.39036 0.0 0.2 -0.1 0.128
H 0.72079 -1.59158 -0.11659 0.4 0.9 0.4 0.139
H -0.06142 -2.61378 0.99630 -0.2 0.4 -0.1 0.134
H -2.07890 -2.45249 0.95727 0.3 0.3 0.0 0.121
H -2.87085 -0.99514 0.37607 0.2 -0.2 0.1 0.099
H -2.44856 -1.19127 3.39288 0.0 0.1 -0.3 0.105
H -3.59592 -2.23956 2.60841 0.2 0.2 0.0 0.118
H -3.80484 0.78598 2.13899 0.1 -0.3 0.1 0.089
H -4.55985 -0.08064 3.47218 -0.1 -0.1 -0.3 0.127
H -4.90680 -0.33963 0.45824 -0.2 -0.6 0.1 0.126
H -5.60733 -1.60603 1.57257 0.0 0.2 -0.2 0.125
H -7.77830 -1.37743 2.00857 0.1 0.2 0.0 0.116
H -9.65641 0.56281 2.24044 0.2 0.1 -0.1 0.095
H -8.37946 2.91733 1.81733 0.2 -0.1 0.0 0.094
H -5.78085 2.31286 1.37904 0.0 -0.3 0.0 0.115
H -1.67762 2.20184 -0.27774 -0.7 0.0 -0.5 0.129
H -1.07975 0.14299 -3.07707 -0.1 -0.2 0.2 0.103
H -1.81150 -0.90607 -1.83738 0.2 -0.1 -0.2 0.098
H -0.16819 -1.24897 -2.49989 0.0 0.1 0.4 0.094
C 2.81018 0.97965 -5.09345 0.3 -0.1 0.0 -0.060
C 1.68515 -0.00306 -5.34473 0.0 0.4 0.3 -0.220
O 1.98067 -0.86203 -6.44990 -0.1 -0.1 0.0 0.042
C 2.82174 -1.86402 -6.18354 0.1 0.1 -0.1 -0.609
O 3.31932 -2.10466 -5.11267 -0.1 0.0 0.0 0.116
O 3.02239 -2.54441 -7.30944 0.0 0.0 0.1 0.013
C 3.97517 -3.60472 -7.19288 0.2 -0.3 -0.1 -0.034
H 3.04673 1.52901 -6.00554 -0.1 0.1 0.0 0.086
H 2.53311 1.68942 -4.31281 0.0 0.0 0.0 0.077
H 3.71887 0.46422 -4.78287 -0.1 0.0 0.1 0.076
H 0.78048 0.54237 -5.61246 0.0 -0.2 -0.2 0.122
H 1.45967 -0.59109 -4.45345 0.2 -0.1 -0.1 0.106
H 3.72416 -4.27147 -6.37033 0.0 0.1 0.1 0.095
H 4.97517 -3.19432 -7.05844 0.0 0.0 0.1 0.100
H 3.94612 -4.16605 -8.12272 -0.1 0.2 -0.1 0.096